# 1
Below is a gas-phase ion, C4H6FN2 (charge +1), with properties calculated with the ωB97M-V functional and the def2-TZVPD basis.

Computed properties:
Net charge: +1
Calculated total energy in Eh: -365.0633
Orbital gap (alpha / beta) in eV: 9.6725 / 9.6731
SMILES: Cc1c[nH+]c(F)[nH]1

```
13
Properties=species:S:1:pos:R:3:mulliken_charge:R:1
C 1.36501 -0.06488 1.35165 -1.177
C 0.34361 0.00781 0.31839 0.836
C -0.90454 -0.72256 0.36210 -0.520
N -1.59255 -0.34237 -0.76395 0.114
C -1.01032 0.48246 -1.57064 0.226
F -1.37017 0.96408 -2.71746 -0.145
N 0.48951 0.74550 -0.78205 -0.171
H 1.29168 -0.94449 1.97508 0.319
H 2.38943 0.10963 0.89603 0.307
H 1.48845 0.66139 2.18961 0.302
H -1.19106 -1.55111 0.97022 0.396
H -2.54350 -0.58292 -0.97797 0.249
H 1.24443 1.23746 -1.25102 0.264
```

---

# 2
Below is a molecular structure, C27H35IN4P2Ru, with properties calculated with the ωB97M-V functional and the def2-TZVPD basis.

Computed properties:
Net charge: +2
2S+1: 5
Calculated total energy in Eh: -2343.2168
Orbital gap (alpha / beta) in eV: 6.4638 / 3.1162
<S²>: 6.045

```
70
Properties=species:S:1:pos:R:3:mulliken_spin:R:1
Ru -0.28081 1.04976 -0.40807 2.164
C -1.69283 1.23852 -3.05993 0.034
C -1.31230 -0.04518 -2.82666 0.085
C -0.10530 -0.65477 -3.43577 0.000
C 1.15203 0.24578 -3.33703 0.020
C 1.30722 0.92969 -2.00766 -0.106
C 0.75538 2.21122 -1.58357 0.250
C -0.01146 3.11353 -2.50755 0.090
C -0.90410 2.39941 -3.57327 0.016
C 0.68739 0.24179 2.33411 0.121
H -2.77753 1.43050 -2.96460 -0.014
H -2.08724 -0.73130 -2.46431 0.004
H -0.28324 -0.84532 -4.50177 0.000
H 0.06547 -1.64630 -3.01292 0.006
H 2.02105 -0.42694 -3.51520 0.001
H 1.19972 0.95487 -4.18421 0.008
H 2.20359 0.59504 -1.47921 0.007
H 1.42441 2.78538 -0.93249 -0.057
H 0.71347 3.76856 -3.00665 0.002
H -0.61188 3.78368 -1.86794 -0.022
H -1.63232 3.16621 -3.90571 -0.002
H -0.29364 2.12801 -4.44971 0.004
H -0.17494 0.86700 1.99887 -0.094
H 1.45693 0.89113 2.79255 -0.007
H 0.37081 -0.49144 3.09342 0.018
P 1.37322 -0.67582 0.94128 -0.090
P -1.64271 -0.64820 0.38235 -0.109
N 2.97880 0.41476 0.55955 0.023
N 2.42135 -1.70298 1.97627 -0.016
N -2.97467 0.33875 -0.37174 0.106
N -2.72611 -1.40216 1.62635 0.004
C 0.69927 -1.98928 -0.28311 0.041
C -0.84832 -2.11926 -0.37788 0.026
C 2.93070 1.79201 0.73871 0.048
C 4.12613 2.35989 0.29292 0.039
C 4.95287 1.29146 -0.16873 -0.001
C 4.22493 0.10942 0.00458 0.041
C 3.41256 -1.14593 2.78417 0.349
C 4.22543 -2.16129 3.26998 0.067
C 3.66709 -3.40063 2.80093 0.119
C 2.54835 -3.08451 2.04538 0.317
C -2.28407 1.65047 -0.31734 0.410
C -3.27541 2.59236 0.33980 -0.087
C -4.53672 1.83974 0.33767 0.073
C -4.28048 0.53632 0.03396 -0.026
C -3.84447 -2.16844 1.29029 0.000
C -4.32107 -2.78430 2.43877 0.001
C -3.48318 -2.36797 3.52396 0.002
C -2.52315 -1.50716 3.00319 -0.002
H 1.15063 -2.94177 -0.00058 -0.007
H 1.11515 -1.72931 -1.26539 0.002
H -1.21286 -2.18303 -1.42030 0.005
H -1.16623 -3.01725 0.17450 0.001
H 2.07561 2.27818 1.20735 -0.021
H 4.31637 3.42519 0.27959 0.001
H 5.93391 1.38325 -0.62069 0.000
H 4.48570 -0.91388 -0.23311 -0.001
H 3.44706 -0.07651 2.95721 0.033
H 5.13402 -1.98630 3.84248 0.001
H 4.06691 -4.39768 2.95416 0.001
H 1.82068 -3.72621 1.57067 0.022
H -2.13282 2.08042 -1.32108 -0.069
H -3.16695 3.57970 -0.09293 0.013
H -5.47434 2.22619 0.73991 0.001
H -4.96390 -0.28383 -0.11595 0.004
H -4.17526 -2.24046 0.26444 0.001
H -5.16145 -3.45831 2.48770 0.000
H -3.57715 -2.66356 4.55878 0.000
H -1.72872 -0.94781 3.47036 0.000
I -2.79659 2.86689 2.49690 0.146
```

---

# 3
Below is 8 unconnected molecules or ions with the total composition C57H113N5O14, with properties calculated with the ωB97M-V functional and the def2-TZVPD basis.

Computed properties:
Calculated total energy in Eh: -3566.4990
Orbital gap in eV: 8.0902
SMILES: CC1(C)CCCC(C)(C)N1O.CC1(C)CCCC(C)(C)N1O.CC1(C)CCCC(C)(C)N1O.CC1(C)CCCC(C)(C)N1O.CC1(C)CCCC(C)(C)N1O.C[C@H]1COC(=O)O1.C[C@H]1COC(=O)O1.C[C@H]1COC(=O)O1

```
189
Properties=species:S:1:pos:R:3:mulliken_charge:R:1
C 1.19535 0.28519 8.04877 -1.408
C 1.70022 -1.16594 8.18285 1.469
C 0.54290 -2.09073 7.86166 -1.844
C 2.80859 -1.30782 7.13487 -0.980
C 4.11045 -0.67589 7.60486 -0.084
C 4.56479 -1.22988 8.94736 -1.432
C 3.53972 -1.00431 10.05950 1.856
C 3.90178 -1.85968 11.27933 -1.845
C 3.53820 0.48435 10.49721 -1.778
N 2.26782 -1.46877 9.51596 0.114
O 1.25171 -1.59681 10.48649 -0.464
H 0.43456 0.54760 8.79343 0.376
H 1.96326 1.02802 8.27790 0.339
H 0.82226 0.43251 7.03751 0.229
H 0.03277 -1.91000 6.91493 0.314
H 0.87590 -3.13053 7.81710 0.433
H -0.21579 -2.00763 8.64052 0.423
H 3.05859 -2.36517 6.97933 0.285
H 2.56909 -0.92427 6.14164 0.220
H 4.88320 -0.91066 6.86967 0.013
H 3.98006 0.40811 7.64076 0.201
H 5.50544 -0.71906 9.17103 0.429
H 4.76202 -2.30094 8.87073 0.432
H 3.72284 -1.29369 12.19267 0.363
H 4.93558 -2.21137 11.27712 0.396
H 3.32047 -2.78019 11.33174 0.411
H 4.45029 0.62662 11.08759 0.510
H 2.68109 0.84135 11.06754 0.297
H 3.72644 1.22221 9.71039 0.370
H 0.89180 -0.69766 10.58811 0.354
C 1.49606 6.76193 -3.33688 -1.899
C 0.44069 5.78578 -3.95848 1.284
C -0.72233 5.79364 -2.98691 -0.851
C 0.08761 6.43280 -5.31246 -1.166
C -0.71314 5.48427 -6.24331 -0.610
C 0.07028 4.21916 -6.51913 -1.270
C 0.60171 3.55877 -5.21049 2.071
C -0.58499 2.71927 -4.63997 -0.587
C 1.73171 2.61606 -5.66424 -2.064
N 1.11325 4.53148 -4.24807 -0.033
O 1.57613 3.89145 -3.07536 -0.511
H 2.35959 6.97328 -3.96295 0.358
H 1.00046 7.65761 -2.96048 0.449
H 1.85658 6.30582 -2.40846 0.333
H -1.51266 5.17110 -3.41227 0.112
H -0.39598 5.38582 -2.02886 -0.310
H -1.08566 6.80774 -2.84016 0.517
H -0.55887 7.30447 -5.20305 0.405
H 1.01743 6.70915 -5.80883 0.384
H -1.67763 5.25210 -5.78647 0.183
H -0.92951 6.00016 -7.18141 0.485
H 0.85833 4.33026 -7.26205 0.509
H -0.70361 3.54764 -6.89824 0.349
H -0.28105 2.13417 -3.76974 -0.029
H -0.93978 2.05852 -5.43203 0.572
H -1.44569 3.29744 -4.29934 -0.907
H 1.55382 2.22409 -6.66713 0.476
H 1.84099 1.70469 -5.07521 0.137
H 2.58837 3.29093 -5.71407 0.562
H 2.43794 3.54500 -3.34235 0.270
C -0.31889 0.88655 3.45943 -2.536
C -0.51104 1.28904 1.96989 2.376
C -1.03522 0.11087 1.14026 -1.849
C -1.46510 2.48606 1.90636 -1.898
C -1.20197 3.38792 0.72726 0.690
C 0.24517 3.85012 0.71034 -1.069
C 1.17849 2.68275 0.51287 2.003
C 1.11599 2.04420 -0.89333 0.160
C 2.59924 3.20534 0.77128 -2.038
N 0.85571 1.63565 1.49310 0.369
O 1.79195 0.59172 1.55111 -0.090
H -0.42610 1.81110 4.03052 0.480
H -1.24350 0.36499 3.73425 0.441
H 0.58457 0.36364 3.75034 0.485
H -1.83787 -0.44882 1.62138 0.674
H -1.23652 0.38515 0.10491 -0.247
H -0.21929 -0.61690 1.08848 0.382
H -2.49303 2.11104 1.84131 0.412
H -1.53731 3.15198 2.77604 0.514
H -1.53397 2.76743 -0.12115 -0.862
H -1.95290 4.18446 0.72162 0.697
H 0.35687 4.43678 1.62463 0.372
H 0.39125 4.51915 -0.14181 -0.067
H 0.20377 1.48067 -1.08679 -0.591
H 1.80906 1.19193 -0.84599 -0.597
H 1.51000 2.65315 -1.70995 0.878
H 3.37716 2.54890 0.36574 0.256
H 2.79123 3.11509 1.84273 0.546
H 2.74259 4.18602 0.32319 0.303
H 2.32477 0.86909 2.30640 0.413
C -1.63070 -2.90211 -6.92387 -1.783
C -2.25622 -3.03044 -5.50092 1.702
C -3.76461 -3.28383 -5.70098 -2.029
C -1.62592 -4.20335 -4.78046 -0.513
C -0.26136 -3.94392 -4.13397 -1.127
C -0.42177 -2.80710 -3.13841 -0.343
C -0.98205 -1.51855 -3.75238 1.388
C -1.52362 -0.64336 -2.60804 0.268
C 0.08017 -0.82998 -4.60603 -1.317
N -2.11457 -1.87128 -4.62842 1.781
O -2.85416 -0.75881 -5.08950 -0.645
H -2.16451 -3.46164 -7.69161 0.449
H -1.76569 -1.87682 -7.28158 0.298
H -0.58328 -3.17362 -6.80989 0.305
H -4.44528 -3.07324 -4.87414 0.036
H -4.15208 -2.65033 -6.50185 0.384
H -3.83599 -4.33275 -5.99719 0.528
H -2.39023 -4.43233 -4.02248 -0.567
H -1.51225 -5.15752 -5.30231 0.449
H 0.05339 -4.86310 -3.63129 0.530
H 0.45106 -3.92574 -4.96619 0.435
H 0.43347 -2.58605 -2.49252 0.568
H -1.13366 -3.19918 -2.40390 -0.554
H -0.65752 -0.16405 -2.15489 0.004
H -2.11434 -1.31078 -1.98822 -0.789
H -2.21986 0.11632 -2.95100 -0.003
H -0.24018 0.13509 -4.99161 0.006
H 0.48202 -1.49782 -5.36564 0.435
H 0.92872 -0.65873 -3.92594 -0.033
H -3.66151 -0.81108 -4.56007 0.231
C -2.96596 -2.85830 0.62189 -2.746
C -3.68308 -4.16047 0.19244 1.899
C -2.63205 -5.22594 -0.16935 -0.901
C -4.42238 -4.61592 1.45459 -1.252
C -5.46769 -5.70189 1.16561 -0.782
C -6.36252 -5.21935 0.01457 -1.487
C -5.71361 -4.63922 -1.26480 1.377
C -5.20432 -5.82071 -2.12509 -1.361
C -6.82810 -3.91254 -2.01402 -1.707
N -4.66707 -3.74164 -0.82923 0.073
O -4.00837 -3.17968 -1.94449 0.418
H -2.32348 -3.02001 1.48806 0.552
H -2.37976 -2.39292 -0.17935 0.620
H -3.57122 -1.97708 0.85927 0.569
H -2.01669 -4.73041 -0.93523 -0.198
H -1.95117 -5.41439 0.65854 0.419
H -2.90764 -6.13505 -0.69629 0.181
H -3.65405 -5.04617 2.09718 0.495
H -4.98507 -3.80463 1.91699 0.369
H -5.08857 -6.70364 0.93902 0.349
H -6.09267 -5.91482 2.03562 0.433
H -7.04738 -4.45908 0.41307 0.448
H -7.13016 -5.92024 -0.33212 0.483
H -4.50509 -5.48058 -2.89606 -0.067
H -6.09047 -6.18678 -2.64314 0.486
H -4.63038 -6.57764 -1.59512 0.346
H -7.21777 -3.09033 -1.40896 0.469
H -7.65897 -4.58099 -2.23025 0.443
H -6.44119 -3.42602 -2.91073 0.141
H -3.49496 -2.43781 -1.62093 -0.276
C 8.10250 0.58988 2.16150 -1.318
C 7.45891 -0.63111 2.81497 0.277
C 7.22517 -0.44061 4.32299 -0.530
O 5.86331 -0.02145 4.42072 -0.277
C 5.23445 -0.25951 3.27686 0.555
O 4.08960 -0.06008 3.03593 -0.521
O 6.07909 -0.73151 2.34468 -0.304
H 8.37692 0.33154 1.14029 0.368
H 8.99453 0.84931 2.73288 0.389
H 7.42133 1.43937 2.17078 0.296
H 7.89012 -1.56383 2.46541 0.351
H 7.85400 0.22599 4.90269 0.419
H 7.26388 -1.44727 4.75329 0.279
C -3.44054 2.87510 -3.10038 -1.120
C -4.03706 1.80202 -2.19227 1.353
C -4.92919 2.46044 -1.10845 -0.228
O -6.23337 2.22768 -1.57164 -0.394
C -6.22802 1.20376 -2.47082 0.370
O -7.16772 0.61917 -2.86625 -0.511
O -4.95681 1.00645 -2.92211 -0.304
H -4.29385 3.43735 -3.48149 0.354
H -2.90239 2.42191 -3.93055 0.491
H -2.82930 3.53082 -2.48177 0.330
H -3.43375 1.16234 -1.54774 -0.395
H -4.70005 3.52955 -1.04245 0.337
H -4.70273 2.16384 -0.07947 0.176
C 4.17382 -0.20632 -0.52023 -1.459
C 4.00021 0.01787 -1.99346 0.946
C 3.45275 1.39855 -2.31621 0.871
O 4.23637 1.79603 -3.43888 -0.434
C 5.40615 1.13158 -3.43064 0.500
O 6.31629 1.39876 -4.14086 -0.582
O 5.35713 0.15413 -2.51584 -0.429
H 4.79986 0.55996 -0.06212 0.236
H 4.76392 -1.11715 -0.36793 0.565
H 3.30374 -0.38701 0.11215 0.181
H 3.53447 -0.79723 -2.54481 0.083
H 3.48089 2.07916 -1.46453 0.343
H 2.43329 1.37621 -2.70529 -0.968
```